No. 1
This record from the Open Molecules 2025 dataset describes 6 unconnected molecules or ions with the total composition C6H24O6 at a distorted geometry. The level of theory is the ωB97M-V functional and the def2-TZVPD basis.

frontier orbital gap	0.38217	Ha
HOMO	-9.82	eV
structure (SMILES)	CO.CO.CO.CO.CO.CO
energy relative to the best compared isomer or geometry (same formula, charge and spin)	92.33	kcal per mole
max |F|	1.6	eV/A
total charge	0

Geometry as XYZ:
```
36
Properties=species:S:1:pos:R:3:forces:R:3:nbo_charge:R:1
C 3.92203 2.17612 1.60964 0.005 0.449 1.552 -0.249
O 3.76912 1.12187 2.56607 0.129 -0.217 -0.609 -0.735
H 4.96155 2.50352 1.50945 0.065 -0.451 -0.434 0.167
H 3.47215 1.82976 0.68724 0.172 0.199 -0.201 0.176
H 3.41742 3.06315 2.01332 -0.333 -0.034 -0.514 0.168
H 4.10809 1.40409 3.41834 -0.108 0.044 0.058 0.475
C 1.72205 -1.15971 -4.84883 0.088 0.228 -0.466 -0.252
O 2.30577 -0.51935 -5.99278 0.034 -0.490 0.341 -0.718
H 2.02765 -2.20341 -4.72849 0.271 0.082 -0.044 0.162
H 1.98949 -0.57787 -3.96566 -0.325 -0.196 0.245 0.164
H 0.64745 -1.18906 -5.01565 -0.023 0.286 0.152 0.184
H 3.25405 -0.50544 -5.82584 -0.046 0.091 -0.219 0.460
C 0.63820 -0.13881 3.90140 1.051 0.618 -0.169 -0.249
O 1.48994 0.48605 4.87212 -0.070 -0.162 0.243 -0.736
H 0.37598 -1.16713 4.15874 -0.263 0.164 0.238 0.162
H -0.21178 0.51057 3.69436 -0.215 -0.358 -0.103 0.173
H 1.27828 -0.17299 3.01816 -0.350 -0.109 -0.115 0.186
H 0.96020 0.94197 5.53018 -0.101 -0.135 -0.001 0.462
C -3.75344 -1.96126 -1.47062 0.408 -0.165 -0.638 -0.252
O -4.48262 -0.77799 -1.72523 0.002 0.579 0.400 -0.742
H -2.74868 -1.66973 -1.16552 -0.113 0.127 0.245 0.182
H -4.20159 -2.58146 -0.69564 -0.082 -0.066 -0.003 0.171
H -3.60128 -2.52674 -2.39455 -0.213 -0.211 0.110 0.169
H -5.24403 -0.92453 -2.28838 -0.011 -0.311 -0.015 0.477
C 0.67480 -0.36040 -0.39683 0.446 -0.141 0.986 -0.247
O 0.75769 0.71645 0.53479 -0.547 0.203 -0.176 -0.736
H -0.23840 -0.93107 -0.21036 -0.156 0.295 -0.153 0.171
H 0.70524 0.01898 -1.41830 0.066 -0.207 -0.051 0.169
H 1.48379 -1.05943 -0.16209 0.068 -0.027 -0.592 0.170
H 1.63158 0.75835 0.92428 0.116 -0.129 0.029 0.475
C -3.24688 1.03472 0.67606 0.428 0.209 -0.407 -0.237
O -4.34208 0.29822 1.15257 -0.356 -0.086 0.282 -0.734
H -3.52219 1.87570 0.03307 -0.246 -0.039 -0.068 0.157
H -2.69494 1.46454 1.50837 -0.020 -0.224 0.189 0.178
H -2.58344 0.39030 0.09678 0.260 0.081 0.030 0.152
H -4.72115 -0.16800 0.39984 -0.028 0.102 -0.122 0.477
```
Forces are in eV/Å.

---

No. 2
This record from the Open Molecules 2025 dataset describes a molecular structure, C29H36CuN5O3Si. The level of theory is the ωB97M-V functional and the def2-TZVPD basis.

frontier orbital gap (alpha / beta)	0.29161 / 0.29344	Ha
HOMO (alpha / beta)	-10.84 / -11.51	eV
multiplicity	2
energy relative to the best compared isomer or geometry (same formula, charge and spin)	0.00	kcal per mole
max |F|	0.6	eV/A
total charge	+1

Geometry as XYZ:
```
75
Properties=species:S:1:pos:R:3:forces:R:3:lowdin_charge:R:1
Cu 0.25990 0.40198 -0.03128 0.013 -0.349 -0.032 0.476
C -3.45672 1.77445 -2.29083 0.058 0.059 0.076 -0.045
O -3.39553 2.25693 -0.91429 0.067 -0.047 -0.231 0.041
C -2.24176 1.79324 -0.43559 -0.018 0.251 0.454 -0.338
N -1.45637 1.15581 -1.19376 -0.049 0.041 -0.186 0.138
C -2.05450 1.18142 -2.54412 -0.018 -0.154 0.024 -0.207
C -2.00234 -0.16356 -3.23684 -0.032 -0.022 -0.092 -0.187
C -0.85187 -0.94224 -3.13544 0.055 0.044 -0.043 -0.044
C -0.74882 -2.14052 -3.82428 0.004 0.027 -0.110 -0.088
C -1.79272 -2.57458 -4.63281 -0.004 0.029 0.026 -0.077
C -2.93669 -1.79843 -4.75022 0.029 0.009 0.073 -0.064
C -3.04036 -0.59747 -4.05566 0.035 -0.037 -0.010 -0.033
C -1.93440 2.06614 0.99103 -0.038 -0.097 -0.304 -0.152
C -2.84364 2.65586 1.85170 -0.092 0.011 -0.056 0.039
C -2.47765 2.80952 3.17839 -0.058 -0.007 0.091 -0.002
C -1.23614 2.35698 3.59129 -0.101 0.039 0.155 0.040
C -0.39481 1.78694 2.65132 0.116 -0.031 0.104 -0.160
N -0.72682 1.65233 1.37329 -0.207 0.235 0.095 0.141
C 0.92338 1.23353 3.03021 -0.508 0.172 0.214 -0.351
N 1.89357 1.11453 2.23829 0.390 0.075 -0.263 0.158
C 2.96090 0.42270 2.98948 0.121 -0.015 -0.104 -0.213
C 2.33445 0.16058 4.37345 -0.178 0.097 -0.056 -0.043
O 1.02633 0.80060 4.29180 0.202 -0.090 0.024 0.034
C 3.43198 -0.79830 2.23015 0.001 -0.093 -0.008 -0.183
C 3.82338 -1.96163 2.88148 0.068 -0.013 -0.029 -0.034
C 4.28204 -3.05669 2.15656 -0.030 0.037 -0.003 -0.067
C 4.35181 -2.99718 0.77344 -0.023 0.024 -0.012 -0.078
C 3.97179 -1.83154 0.11736 -0.014 -0.049 0.016 -0.070
C 3.51392 -0.74161 0.84096 0.066 -0.028 -0.076 -0.053
H -3.68859 2.62566 -2.92187 -0.039 0.021 -0.044 0.136
H -4.25464 1.03963 -2.34841 -0.037 -0.066 0.073 0.122
H -1.46207 1.87629 -3.14440 0.065 0.075 0.032 0.159
H -0.02041 -0.59947 -2.52810 -0.045 -0.016 -0.022 0.096
H 0.15032 -2.73909 -3.73176 -0.061 0.035 0.006 0.113
H -1.71357 -3.51276 -5.16857 -0.002 0.052 0.022 0.110
H -3.75368 -2.12498 -5.38162 0.031 0.016 0.018 0.109
H -3.93702 0.00047 -4.17647 0.038 -0.039 0.005 0.109
H -3.81563 2.95805 1.48543 0.056 0.000 0.007 0.132
H -3.16417 3.24957 3.89042 0.035 0.010 -0.039 0.125
H -0.92212 2.42379 4.62424 0.000 0.005 -0.052 0.132
H 3.80203 1.11326 3.08401 0.030 0.027 0.001 0.157
H 2.88006 0.61380 5.19367 0.019 0.044 0.064 0.134
H 2.16181 -0.89114 4.57881 -0.035 -0.053 0.004 0.119
H 3.79105 -2.02985 3.96312 0.010 0.000 -0.054 0.109
H 4.58495 -3.95549 2.67895 -0.014 0.025 -0.018 0.109
H 4.70161 -3.85257 0.20887 0.002 0.041 0.021 0.107
H 4.03272 -1.77018 -0.96283 -0.009 -0.014 0.037 0.108
H 3.22041 0.16147 0.31758 0.003 -0.034 0.028 0.090
C -3.21346 -1.24519 0.18803 -0.213 0.178 -0.115 -0.157
Si -1.72065 -2.28003 0.62871 0.065 0.004 -0.074 0.420
C -2.09571 -3.23360 2.18738 -0.078 -0.135 0.173 -0.188
C -1.38111 -3.49910 -0.74834 -0.084 -0.098 -0.205 -0.164
C -0.21645 -1.24203 0.98365 0.514 0.203 -0.220 -0.222
H -4.12221 -1.85372 0.22864 0.049 0.042 -0.011 0.045
H -3.11741 -0.85107 -0.83108 -0.066 -0.099 0.184 0.015
H -3.34825 -0.40447 0.87945 -0.026 -0.093 -0.051 0.030
H -2.96834 -3.87846 2.03723 0.077 0.034 0.058 0.035
H -2.30072 -2.57938 3.04122 0.022 -0.052 -0.074 0.031
H -1.24617 -3.87335 2.44646 -0.076 0.025 0.031 0.036
H -1.79923 -4.47603 -0.48696 0.035 0.045 -0.053 0.036
H -0.30724 -3.63070 -0.91272 -0.072 -0.015 0.003 0.034
H -1.83077 -3.18439 -1.69719 0.087 -0.087 0.207 0.013
H 0.70951 -1.82790 0.82773 -0.180 0.141 0.081 0.023
H -0.22956 -0.91524 2.02957 0.040 -0.041 -0.048 0.008
C 2.98941 4.42740 -2.62176 -0.034 -0.041 -0.013 -0.067
N 2.28520 3.16176 -2.51585 0.051 0.091 0.072 0.035
C 1.96501 2.55348 -1.35900 -0.047 -0.166 -0.087 -0.575
N 2.22822 3.19940 -0.20643 -0.097 -0.342 0.389 0.211
O 1.41963 1.42595 -1.38223 0.079 0.007 0.173 -0.050
H 3.11459 4.66775 -3.67296 0.000 -0.008 -0.012 0.092
H 3.98176 4.37921 -2.16871 0.014 -0.020 0.002 0.091
H 2.42203 5.23869 -2.16250 -0.023 -0.012 0.005 0.090
H 2.09519 2.62214 -3.34167 -0.007 -0.018 -0.027 0.148
H 2.77649 4.03976 -0.20084 0.020 0.011 0.069 0.097
H 2.13486 2.65291 0.65403 0.049 0.199 -0.282 0.081
```
Forces are in eV/Å.

---

No. 3
This record from the Open Molecules 2025 dataset describes a molecular structure, C25H65BrFeN4O8 at a distorted geometry. The level of theory is the ωB97M-V functional and the def2-TZVPD basis.

frontier orbital gap (alpha / beta)	0.24148 / 0.24168	Ha
HOMO (alpha / beta)	-6.20 / -6.21	eV
multiplicity	5
max |F|	3.5	eV/A
total charge	0

Geometry as XYZ:
```
104
Properties=species:S:1:pos:R:3:forces:R:3:lowdin_charge:R:1
Fe 0.02876 0.71153 0.07543 -1.039 0.475 -1.154 0.492
Br -0.08681 -1.78679 0.50486 0.147 -0.307 0.000 0.160
C -1.89828 -0.85048 -3.33603 0.215 -0.020 -1.193 -0.042
C -2.60952 0.51787 -3.36000 1.043 0.560 0.180 -0.443
C -3.90749 0.40665 -4.20278 0.026 -0.437 0.336 -0.164
C -4.96646 -0.36841 -3.46988 0.175 0.216 0.235 -0.201
C -5.21240 0.20866 -2.07536 -0.100 -1.664 -0.369 -0.137
C -3.97075 0.35367 -1.16628 -0.798 1.176 0.174 -0.498
N -2.92890 0.98524 -1.96523 1.596 0.838 -0.229 -0.115
O -1.71938 1.25231 -1.18602 -0.232 -0.523 -0.172 -0.321
C -3.65625 -0.92871 -0.39520 0.707 -0.698 0.063 -0.044
C -4.43448 1.38103 -0.08144 0.440 0.912 -0.457 -0.041
C -1.72817 1.57529 -4.18525 -1.263 -0.393 0.623 -0.025
H -1.54841 -1.20784 -4.30453 -0.568 0.399 -0.863 0.062
H -2.60965 -1.62493 -3.04917 0.562 -0.095 0.769 0.070
H -0.90199 -0.82413 -2.89467 -0.483 -0.028 1.329 0.059
H -3.66783 -0.13802 -5.11602 0.157 0.191 -0.230 0.117
H -4.39762 1.33951 -4.48143 0.680 0.491 0.076 0.117
H -4.66292 -1.41497 -3.44354 -0.313 -0.174 0.225 0.105
H -5.91384 -0.26701 -3.99931 -0.028 -0.401 -0.203 0.111
H -5.84534 -0.56999 -1.64969 -0.338 0.302 0.614 0.111
H -5.82332 1.10374 -2.19249 0.369 0.283 0.287 0.117
H -2.86696 -0.81969 0.34860 -0.159 0.539 0.068 0.005
H -3.21882 -1.75908 -0.94950 -0.417 0.004 -0.553 0.065
H -4.54155 -1.28432 0.13195 -0.096 0.000 -0.057 0.084
H -3.63841 1.70479 0.58905 -0.095 -0.689 0.229 0.038
H -5.34373 1.09217 0.44575 0.205 -0.375 0.183 0.085
H -4.65349 2.35549 -0.51798 -0.255 -0.099 -0.644 0.080
H -1.54586 1.12695 -5.16191 -0.064 0.000 -0.111 0.072
H -0.78063 1.99303 -3.84500 -0.026 -0.488 0.667 0.048
H -2.39245 2.42982 -4.31417 0.112 0.168 -0.161 0.069
C 0.08166 -3.78794 -4.34975 -0.661 -0.200 -0.538 -0.189
O 0.71683 -3.98516 -3.13078 0.776 -0.225 0.764 -0.118
H 0.17508 -2.74956 -4.66777 -0.141 0.050 -0.307 0.058
H 0.49203 -4.45791 -5.10528 0.350 0.126 0.088 0.081
H -0.96455 -4.08064 -4.26108 -0.319 0.290 -0.194 0.081
H 0.22517 -3.49463 -2.46802 0.012 0.047 0.295 0.049
C 1.67191 -5.53146 1.71163 -0.973 -1.333 0.433 -0.169
O 1.37979 -4.32932 2.31386 1.004 2.069 1.460 -0.175
H 0.74964 -6.09915 1.83510 0.003 -0.697 -0.863 0.081
H 2.03992 -5.50102 0.68608 -0.067 0.135 -0.019 0.088
H 2.37050 -6.04349 2.37336 0.379 0.096 -0.270 0.083
H 0.79054 -3.71552 1.86930 -0.192 -0.127 -0.711 -0.058
C -1.56436 2.53841 3.64526 -0.370 -0.375 0.800 -0.035
C -1.28559 1.09252 3.26034 -0.278 -0.626 0.067 -0.390
C -2.21379 0.01840 3.88644 0.004 0.034 1.431 -0.153
O -1.82635 -0.55310 5.16175 0.077 0.606 1.184 -0.188
C -1.97254 0.26139 6.36808 0.336 1.363 -1.624 -0.087
N -1.40631 1.01271 1.79933 -0.159 -0.546 -0.008 0.006
H -1.67783 2.62783 4.72564 0.496 0.177 0.086 0.066
H -2.55341 2.83523 3.29628 -0.048 -0.048 -0.425 0.086
H -0.83189 3.24440 3.25389 0.047 -0.076 0.083 0.072
H -0.30495 0.71160 3.54557 0.419 0.479 0.022 0.133
H -2.18411 -0.86695 3.25133 -0.174 0.129 -0.146 0.120
H -3.23050 0.39378 4.00262 -0.310 0.062 -0.305 0.128
H -1.75236 -0.19545 7.33292 -0.074 -0.858 -0.617 0.085
H -2.91542 0.80426 6.43406 -0.715 -0.635 -0.142 0.079
H -1.30771 1.12236 6.29851 0.638 -0.066 0.012 0.061
H -1.67048 0.06433 1.57373 0.209 -0.620 -0.045 -0.035
H -2.25664 1.47455 1.50994 0.145 0.667 -0.170 0.049
C 2.13068 -0.24705 -3.75919 1.696 0.655 0.628 -0.041
C 1.96924 -0.28889 -2.23545 0.014 -2.675 -0.067 -0.373
C 3.38234 -0.52923 -1.43890 -1.560 0.021 -1.950 -0.125
O 4.09693 0.70267 -1.47087 -2.134 0.175 -0.025 -0.212
C 5.33743 0.66509 -0.92703 2.492 1.068 0.845 -0.147
N 1.27702 0.92362 -1.72745 1.702 -1.140 -0.797 0.030
H 1.32645 0.32447 -4.22254 0.010 -0.326 -0.206 0.074
H 2.32935 -1.21857 -4.21171 -0.590 -0.133 0.116 0.082
H 3.08386 0.26546 -3.88910 -0.024 0.569 -0.644 0.075
H 1.33819 -1.16662 -2.09597 0.111 -0.085 0.829 0.070
H 4.02119 -1.23914 -1.96426 -0.372 -0.403 -0.297 0.129
H 3.17345 -0.96386 -0.46137 0.075 0.515 0.424 0.105
H 5.72504 1.67171 -0.77024 -0.582 0.531 0.110 0.090
H 6.13760 0.32598 -1.58494 -0.224 -1.061 -0.244 0.096
H 5.40571 0.22041 0.06579 -0.170 -0.570 -0.012 0.088
H 2.16992 1.38458 -1.82912 -0.176 2.244 0.806 0.078
H 0.72778 1.27594 -2.49837 -0.583 0.119 0.045 0.061
C 3.32549 2.51594 2.28064 -0.356 1.225 1.001 -0.038
C 1.89708 2.19509 1.77267 1.987 2.119 -1.967 -0.344
C 1.46063 3.38961 0.84775 -1.076 -0.850 0.780 -0.159
O 0.30481 3.00090 0.07931 0.480 1.567 0.430 -0.266
C -0.34982 4.22093 -0.32283 -1.479 -0.855 -0.169 -0.072
N 2.07968 0.99642 0.98021 -0.658 -0.419 0.085 0.017
H 3.85160 1.72535 2.81567 -0.607 -0.188 0.301 0.067
H 3.28473 3.40403 2.91131 0.215 0.017 0.334 0.081
H 4.03528 2.77701 1.49569 -0.433 0.018 -0.590 0.081
H 1.10366 2.06437 2.50853 0.409 -0.148 0.215 0.117
H 2.19569 3.80896 0.16077 0.550 -0.388 0.078 0.133
H 1.11013 4.20760 1.47714 0.365 0.134 0.331 0.112
H -0.53764 4.90764 0.50254 0.650 0.015 0.371 0.085
H -1.37068 3.96206 -0.60380 0.198 -0.398 -0.557 0.088
H 0.14540 4.74235 -1.14196 0.252 -0.164 0.024 0.096
H 2.67607 0.48936 1.61841 -0.708 -1.527 0.119 0.034
H 2.76215 1.15139 0.25199 -0.152 0.681 -0.614 0.061
C 4.38251 -1.17765 3.22556 -0.349 -1.759 0.437 -0.198
C 4.59119 -2.69851 2.86757 0.712 -0.919 -1.172 -0.214
O 3.99805 -3.84583 3.47447 -0.225 1.111 1.540 -0.075
O 3.11797 -0.73700 2.79882 -0.507 -0.323 -0.010 -0.118
H 5.09018 -0.57145 2.66002 0.387 -0.227 0.314 0.111
H 4.38610 -0.99415 4.29999 0.855 -0.054 0.151 0.120
H 5.63333 -3.01463 2.91365 0.347 0.838 0.015 0.115
H 4.28521 -2.86667 1.83500 0.230 0.937 -0.577 0.114
H 3.06800 -3.88198 3.23930 -0.648 -0.093 -0.238 0.028
H 2.50988 -1.38187 3.16757 -0.697 0.081 -0.199 0.100
```
Forces are in eV/Å.

---

No. 4
This record from the Open Molecules 2025 dataset describes a single C2H6N2 molecule at a distorted geometry. The level of theory is the ωB97M-V functional and the def2-TZVPD basis.

frontier orbital gap	0.37037	Ha
HOMO	-9.16	eV
structure (SMILES)	[H]/N=C(/C)N
energy relative to the best compared isomer or geometry (same formula, charge and spin)	19.67	kcal per mole
max |F|	3.0	eV/A
total charge	0

Geometry as XYZ:
```
10
Properties=species:S:1:pos:R:3:forces:R:3:nbo_charge:R:1
C -0.39005 1.17555 0.70433 -0.013 0.484 0.714 -0.678
C -0.02011 -0.12892 -0.02342 -2.466 0.075 0.375 0.435
H -0.18847 0.90726 1.83337 -0.463 1.109 -2.120 0.243
H 0.19028 2.10930 0.33759 -0.734 -1.610 0.857 0.203
H -1.51616 1.37873 0.52925 1.995 -0.478 0.500 0.250
H 1.60410 0.69509 -0.90876 -0.207 -0.395 0.289 0.387
H 1.45848 -0.96163 -1.30737 -0.988 1.116 1.338 0.397
H -0.74528 -1.88848 -0.44652 0.373 0.014 0.000 0.326
N 1.16205 -0.18620 -0.65814 2.313 -0.352 -1.882 -0.823
N -0.92520 -1.03095 0.06914 0.190 0.037 -0.071 -0.741
```
Forces are in eV/Å.